Density functional theory data (ωB97M-V with the def2-TZVPD basis set) for a cluster of 4 separate species, C17H27Br8N3O2 in total in a non-equilibrium geometry.

Its molar mass is 944.654 g mol⁻¹. As for the LUMO energy: -0.916 eV. The charge is 0. Its SMILES is C[C@@H](Br)[C@H](Br)C1=CC(=O)C(CC(N)(N)N)=CC1=O.BrCCBr.BrCCBr.BrCCBr. The frontier orbital gap comes out at 8.121 eV. As for the HOMO energy: -9.0 eV. Its calculated total energy is -586971.605 eV.

XYZ file:
```
57
C17H27Br8N3O2 | the Open Molecules 2025 dataset | ωB97M-V with the def2-TZVPD basis set
C -2.3255 0.9235 -5.6428
C -2.5806 -0.1854 -4.5798
Br -2.2841 -1.9080 -5.4927
C -1.5266 -0.0180 -3.4457
Br 0.2710 -0.5350 -4.0081
C -1.9009 -0.7532 -2.1780
C -1.5465 -1.9661 -1.8799
C -1.9790 -2.5586 -0.5702
O -2.0740 -3.7332 -0.4643
C -2.2418 -1.6109 0.5649
C -2.1098 -2.1399 1.9754
C -1.9009 -1.0830 3.0945
N -0.9078 -0.0546 2.7925
N -1.4337 -1.8517 4.2663
N -3.1987 -0.5084 3.4709
C -2.6088 -0.4067 0.2249
C -2.7246 0.0234 -1.1982
O -3.3924 0.9309 -1.5270
H -1.4469 1.4928 -5.3363
H -3.1394 1.6477 -5.6650
H -2.0969 0.5202 -6.6236
H -3.5974 -0.0942 -4.2137
H -1.4942 1.0438 -3.2031
H -0.9512 -2.5749 -2.5450
H -1.2678 -2.8362 2.0094
H -3.0115 -2.7284 2.1600
H -1.3106 0.7956 2.4253
H -0.1523 -0.3962 2.2129
H -0.4480 -2.0627 4.0896
H -1.4045 -1.1759 5.0263
H -3.9268 -0.9100 2.8955
H -3.2247 0.4947 3.3187
H -2.8476 0.3372 0.9703
Br 1.9807 2.3185 -1.9283
C 1.3118 4.1337 -2.1644
C -0.0610 4.1471 -2.7781
Br 0.0163 3.7842 -4.6875
H 2.0475 4.6645 -2.7606
H 1.2859 4.5580 -1.1624
H -0.5076 5.1356 -2.6917
H -0.7295 3.4110 -2.3403
Br 1.9377 -2.4278 3.6510
C 3.0565 -1.0726 4.4981
C 2.6537 -0.8120 5.9261
Br 1.0531 0.2846 6.0419
H 3.0034 -0.1878 3.8714
H 4.0641 -1.4823 4.4600
H 3.4257 -0.2398 6.4368
H 2.4526 -1.7229 6.4819
Br 3.2199 -1.4288 -0.7851
C 4.4151 0.0971 -0.9709
C 5.6957 -0.1090 -0.2078
Br 5.4399 0.1553 1.7040
H 3.8608 0.9723 -0.6443
H 4.6142 0.1742 -2.0382
H 6.4369 0.6323 -0.4999
H 6.1109 -1.1039 -0.3355
```